DFT (ωB97M-V/def2-TZVPD) results for a molecular structure, C29H22BF10N3O7PTi at a distorted geometry.

```
74
Properties=species:S:1:pos:R:3:forces:R:3
Ti -0.873 -0.122 -0.848 0.8 0.4 0.8
O 4.902 -4.412 1.028 0.0 0.0 0.0
C 4.622 -3.870 -0.256 0.0 0.0 0.0
C 3.849 -2.590 -0.121 0.1 0.0 0.0
C 3.914 -1.620 -1.109 0.1 0.1 0.1
C 3.070 -0.523 -1.027 0.2 0.0 0.0
N 2.217 -0.351 -0.029 0.0 0.1 0.1
C 2.180 -1.260 0.939 0.0 -0.2 -0.2
C 2.975 -2.397 0.938 0.0 0.0 0.0
C 1.132 -1.036 1.966 0.1 0.0 0.0
C 1.314 -1.440 3.281 0.0 0.0 0.0
C 0.318 -1.205 4.217 0.0 0.0 0.0
C 0.441 -1.710 5.629 0.0 0.0 0.0
O 0.156 -3.102 5.715 0.1 0.0 0.0
C -0.826 -0.553 3.790 -0.1 0.0 0.0
C -0.938 -0.194 2.457 0.1 0.0 0.1
N 0.014 -0.426 1.555 -0.5 0.0 -0.1
H 5.020 -5.361 0.941 0.0 0.0 0.0
H 4.011 -4.565 -0.842 0.0 0.0 0.0
H 5.548 -3.684 -0.810 0.0 0.0 0.0
H 4.578 -1.730 -1.957 0.0 0.0 0.0
H 3.053 0.233 -1.805 0.0 0.0 0.0
H 2.867 -3.160 1.695 0.0 0.0 0.0
H 2.234 -1.930 3.571 0.0 0.0 0.0
H -0.223 -1.139 6.286 0.0 0.0 0.0
H 1.462 -1.589 5.989 0.0 0.0 0.0
H -0.581 -3.300 5.126 0.0 0.0 0.0
H -1.642 -0.342 4.470 0.0 0.0 0.0
H -1.843 0.278 2.101 0.0 0.0 0.0
O -0.636 1.957 -6.512 0.0 0.0 0.0
C -0.672 1.482 -5.416 0.0 0.0 0.0
C 0.534 1.263 -4.479 0.0 0.0 0.0
O 1.681 1.545 -4.717 0.1 0.0 0.0
C -0.064 0.671 -3.285 -0.1 0.0 -0.2
C -1.421 0.504 -3.401 0.1 0.0 0.0
O -2.033 -0.031 -2.369 -0.1 0.0 -0.1
C -1.935 0.985 -4.681 0.0 0.0 0.0
O -3.062 1.031 -5.104 0.0 0.0 0.0
O 0.475 0.283 -2.155 -0.1 0.0 0.0
F -0.011 -1.946 -0.680 -0.2 -0.4 -0.3
P 0.197 -3.364 -1.838 -0.1 0.1 0.2
F -1.166 -3.909 -1.239 0.1 0.0 -0.1
F 0.386 -4.574 -2.839 0.0 0.0 0.0
F -0.614 -2.466 -2.888 0.1 -0.1 0.0
F 1.549 -2.649 -2.293 0.0 0.0 -0.1
F 1.000 -4.067 -0.643 0.0 0.0 -0.1
C -4.506 3.134 1.595 0.0 0.0 0.0
C -4.615 2.326 0.475 0.0 0.0 0.0
C -3.481 1.862 -0.178 0.0 0.0 0.0
C -2.216 2.194 0.300 -0.1 0.0 0.1
C -2.110 3.012 1.429 0.0 0.0 -0.1
C -3.245 3.478 2.067 0.0 0.0 0.0
N -1.026 1.714 -0.333 -0.2 0.2 -0.2
C -0.133 2.769 -0.706 0.0 0.0 0.0
C -0.622 3.862 -1.429 0.0 -0.1 0.0
C 0.228 4.885 -1.811 0.0 0.0 0.0
C 1.577 4.839 -1.479 0.0 0.0 0.0
C 2.061 3.758 -0.762 0.0 -0.1 0.0
C 1.214 2.728 -0.369 0.1 0.0 0.0
H -5.394 3.492 2.099 0.0 0.0 0.0
H -5.591 2.048 0.098 0.0 0.0 0.0
H -3.578 1.236 -1.054 0.0 0.0 0.0
H -1.125 3.276 1.794 0.0 0.0 0.0
H -3.145 4.110 2.941 0.0 0.0 0.0
H -1.671 3.897 -1.695 0.0 0.0 0.0
H -0.164 5.716 -2.384 0.0 0.0 0.0
H 2.242 5.636 -1.787 0.0 0.0 0.0
H 3.111 3.704 -0.502 0.0 0.0 0.0
H 1.601 1.873 0.166 0.0 0.0 0.0
F -2.392 -0.749 0.121 0.0 -0.2 -0.2
B -3.421 -1.965 0.681 0.1 0.1 0.1
F -3.817 -2.575 -0.450 0.0 0.0 0.0
F -2.593 -2.667 1.501 -0.1 0.0 0.0
F -4.352 -1.209 1.321 -0.1 0.0 0.0
```
Positions in Å, forces in eV/Å.

Results
Spin multiplicity: 1
Electronic energy: -4024.29108 a.u.
HOMO energy: -0.218 hartree
Relative energy (zero: lowest compared OMol25 entry of this formula, charge and spin): 0.00 kcal per mole
Gap between HOMO and LUMO: 0.2740 Ha
Net charge: -1